(a)
This record from the Open Molecules 2025 dataset describes an isolated molecule of C2H2O2S2. The level of theory is ωB97M-V/def2-TZVPD.

## Properties
LUMO energy = -0.2 eV
SMILES string = C#CO[S@H](=O)=S

```
8
Properties=species:S:1:pos:R:3:mulliken_charge:R:1
C -2.052 -0.466 -0.788 0.01
C -0.966 -0.608 -0.382 -0.11
O 0.163 -0.844 0.201 -0.30
S 1.173 0.412 0.398 0.55
O 0.730 1.479 -0.446 -0.47
S 3.028 -0.209 0.453 -0.25
H -3.057 -0.647 -1.278 0.35
H 0.980 0.884 1.841 0.22
```

***

(b)
This record from the Open Molecules 2025 dataset describes a cluster of 2 separate species, C2H2O2S2 in total. The level of theory is ωB97M-V/def2-TZVPD.

## Properties
LUMO energy = -1.8 eV

```
8
Properties=species:S:1:pos:R:3:mulliken_charge:R:1
C 0.368 -0.346 0.007 -0.80
C 0.901 -1.436 0.399 0.70
O 2.876 1.426 0.638 -0.34
O 1.342 -2.281 1.109 -0.41
S 3.973 -0.471 -1.062 -0.12
S 4.008 0.593 0.514 0.46
H -0.087 -0.127 -0.882 0.29
H 0.544 0.543 0.650 0.23
```

***

Which of them is most stable, and which least? Most stable: (b); least stable: (a).

***

(a)
This record from the Open Molecules 2025 dataset describes a structure of composition C2H2O2S2. The level of theory is ωB97M-V/def2-TZVPD.

## Properties
LUMO energy = -1.2 eV

```
8
Properties=species:S:1:pos:R:3:mulliken_charge:R:1
C 1.111 -0.538 0.125 0.46
C -0.303 0.130 0.138 0.27
H 3.084 -0.153 0.459 0.38
H -1.219 -2.121 0.935 0.17
O 2.164 0.330 0.282 -0.42
O 1.107 -1.695 -0.501 -0.49
S -1.714 -0.743 0.078 -0.15
S -0.341 1.720 -0.155 -0.22
```

***

(b)
This record from the Open Molecules 2025 dataset describes a cluster of 2 separate species, C2H2O2S2 in total. The level of theory is ωB97M-V/def2-TZVPD.

## Properties
LUMO energy = -1.9 eV

```
8
Properties=species:S:1:pos:R:3:mulliken_charge:R:1
C 1.033 0.996 0.309 0.77
C 1.691 -0.098 0.147 -0.89
O -1.651 -0.686 -1.478 -0.35
O 0.442 1.991 0.441 -0.36
S -2.377 0.028 -0.448 0.47
S -3.090 -1.103 0.919 -0.13
H 1.650 -0.913 0.840 0.26
H 2.301 -0.215 -0.730 0.23
```

***

Which of them is most stable, and which least? Most stable: (b); least stable: (a).

***

(a)
This record from the Open Molecules 2025 dataset describes an isolated molecule of C2H2O2S2. The level of theory is ωB97M-V/def2-TZVPD.

## Properties
LUMO energy = -0.5 eV
SMILES string = C#CS[SH](=O)=O

```
8
Properties=species:S:1:pos:R:3:mulliken_charge:R:1
C -1.939 -0.727 -0.576 0.22
C -0.797 -0.851 -0.189 -0.46
S 0.728 -1.431 0.281 -0.10
S 1.234 0.561 0.201 0.75
O 2.635 0.801 0.312 -0.53
O 0.531 1.137 -0.901 -0.49
H -2.983 -0.644 -0.577 0.42
H 0.591 1.154 1.449 0.19
```

***

(b)
This record from the Open Molecules 2025 dataset describes an isolated molecule of C2H2O2S2. The level of theory is ωB97M-V/def2-TZVPD.

## Properties
LUMO energy = -1.1 eV
SMILES string = OC(=S)C(O)=S

```
8
Properties=species:S:1:pos:R:3:mulliken_charge:R:1
O -1.649 -0.275 0.348 -0.38
C -0.330 -0.599 0.384 0.27
S 0.497 -1.798 1.133 -0.20
C 0.329 0.415 -0.528 0.23
O 1.510 0.511 -0.057 -0.36
S -0.256 1.245 -1.808 -0.26
H -2.003 -0.888 1.006 0.34
H 1.902 1.390 -0.479 0.36
```

***

Which of them is most stable, and which least? Most stable: (b); least stable: (a).

***

(a)
This record from the Open Molecules 2025 dataset describes an isolated molecule of C2H2O2S2. The level of theory is ωB97M-V/def2-TZVPD.

## Properties
LUMO energy = -1.3 eV
SMILES string = OC(=S)C(O)=S

```
8
Properties=species:S:1:pos:R:3:mulliken_charge:R:1
O 0.611 -1.520 0.663 -0.36
C 0.579 -0.434 -0.039 0.26
S 2.014 0.329 -0.393 -0.25
C -0.650 0.317 0.112 0.23
O -0.408 1.533 0.658 -0.33
S -2.107 -0.290 -0.358 -0.22
H 1.487 -1.949 0.483 0.37
H -1.188 1.925 0.532 0.31
```

***

(b)
This record from the Open Molecules 2025 dataset describes an isolated molecule of C2H2O2S2. The level of theory is ωB97M-V/def2-TZVPD.

## Properties
LUMO energy = -1.0 eV
SMILES string = O=C(O)C(=S)S

```
8
Properties=species:S:1:pos:R:3:mulliken_charge:R:1
O 1.238 0.886 -0.169 -0.57
C 0.628 -0.164 0.016 0.61
O 1.168 -1.275 0.429 -0.37
C -0.917 -0.208 -0.083 0.24
S -1.687 -1.529 -0.031 -0.26
S -1.802 1.343 -0.248 -0.15
H 2.075 -1.137 0.339 0.34
H -0.704 2.084 -0.253 0.16
```

***

Which of them is most stable, and which least? Most stable: (b); least stable: (a).

***

(a)
This record from the Open Molecules 2025 dataset describes a structure of composition CH3IS. The level of theory is ωB97M-V/def2-TZVPD.

## Properties
LUMO energy (spin up / spin down) = -1.9 / -0.7 eV

```
6
Properties=species:S:1:pos:R:3:mulliken_charge:R:1
C 0.735 0.795 0.410 -0.73
S -1.518 -1.854 -0.660 -0.28
I 1.456 -0.967 -0.450 0.23
H 1.394 1.152 1.293 0.28
H -0.060 1.389 -0.032 0.36
H -2.007 -0.515 -0.561 0.13
```

***

(b)
This record from the Open Molecules 2025 dataset describes an isolated molecule of CH3IS. The level of theory is ωB97M-V/def2-TZVPD.

## Properties
LUMO energy = -1.8 eV

```
6
Properties=species:S:1:pos:R:3:mulliken_charge:R:1
C -0.962 1.288 0.699 -0.70
S 1.046 -2.289 -0.705 -0.38
I 0.283 0.315 -0.735 0.43
H -0.276 1.373 1.505 0.25
H -1.999 1.060 0.764 0.30
H 1.909 -1.747 -1.527 0.10
```

***

Which of them is most stable, and which least? Most stable: (a); least stable: (b).

***

(a)
This record from the Open Molecules 2025 dataset describes a cluster of 2 separate species, C17H19N in total. The level of theory is ωB97M-V/def2-TZVPD.

## Properties
LUMO energy = 0.9 eV
SMILES string = CCc1c[nH]c2ccccc12.Cc1ccccc1

```
37
Properties=species:S:1:pos:R:3:mulliken_charge:R:1
C -2.536 -1.927 1.623 -1.39
C -1.457 -0.901 1.937 -0.17
C -1.391 0.230 0.967 0.23
C -1.187 1.490 1.428 -0.96
N -1.033 2.427 0.346 -0.14
C -1.375 1.610 -0.771 0.21
C -1.547 2.147 -2.024 -0.92
C -1.724 1.205 -3.059 -0.36
C -1.731 -0.179 -2.784 -0.84
C -1.473 -0.658 -1.489 -0.35
C -1.332 0.239 -0.460 0.98
H -2.447 -2.532 0.727 0.31
H -3.547 -1.529 1.497 0.37
H -2.675 -2.516 2.524 0.41
H -1.650 -0.498 2.926 0.37
H -0.473 -1.423 1.840 0.11
H -0.973 1.862 2.468 0.39
H -1.337 3.371 0.535 0.29
H -1.449 3.214 -2.214 0.40
H -1.765 1.531 -4.100 0.36
H -1.673 -0.975 -3.518 0.34
H -1.362 -1.724 -1.261 0.35
C 1.878 0.531 2.126 -1.18
C 1.933 -0.250 0.875 1.32
C 1.747 0.540 -0.295 -0.32
C 2.288 0.174 -1.503 -0.40
C 3.037 -0.988 -1.665 -0.43
C 3.106 -1.824 -0.555 -0.57
C 2.691 -1.384 0.694 -0.61
H 2.450 0.162 2.993 0.40
H 0.888 0.426 2.607 0.09
H 2.137 1.580 1.948 0.31
H 1.306 1.546 -0.256 0.17
H 2.345 0.838 -2.432 0.25
H 3.657 -0.969 -2.571 0.33
H 3.642 -2.783 -0.602 0.35
H 3.031 -2.061 1.498 0.29
```

***

(b)
This record from the Open Molecules 2025 dataset describes a cluster of 2 separate species, C17H19N in total. The level of theory is ωB97M-V/def2-TZVPD.

## Properties
LUMO energy = 0.9 eV
SMILES string = Cc1c[nH]c2ccccc12.CCc1ccccc1

```
37
Properties=species:S:1:pos:R:3:mulliken_charge:R:1
C -2.893 -0.421 -0.641 -1.41
C -1.983 -0.946 0.424 0.72
C -1.113 -1.939 0.148 -0.68
N -0.353 -2.344 1.249 -0.18
C -0.920 -1.567 2.309 -0.21
C -0.651 -1.736 3.662 -0.38
C -1.384 -0.990 4.574 -0.70
C -2.279 -0.055 4.037 -0.38
C -2.613 0.124 2.699 -0.67
C -1.955 -0.745 1.855 0.69
H -3.121 0.658 -0.550 0.33
H -3.812 -0.924 -0.880 0.30
H -2.333 -0.399 -1.599 0.36
H -0.961 -2.421 -0.788 0.49
H -0.075 -3.304 1.300 0.26
H 0.214 -2.295 4.075 0.34
H -1.350 -1.183 5.630 0.40
H -2.844 0.641 4.651 0.31
H -3.359 0.861 2.444 0.45
C 3.462 1.514 -0.314 -1.15
C 2.036 1.004 -0.100 -0.53
C 1.365 0.850 -1.435 0.49
C 1.649 -0.215 -2.273 -0.13
C 1.533 -0.186 -3.639 -0.74
C 1.075 0.952 -4.232 -0.12
C 0.750 2.081 -3.524 -0.76
C 0.904 1.989 -2.145 -0.22
H 4.139 0.726 0.024 0.32
H 3.770 2.471 0.167 0.28
H 3.624 1.627 -1.370 0.33
H 2.079 -0.025 0.494 0.17
H 1.413 1.550 0.619 0.43
H 2.092 -1.117 -1.797 0.31
H 1.727 -1.069 -4.257 0.37
H 0.968 0.945 -5.331 0.31
H 0.707 3.064 -3.964 0.36
H 0.493 2.827 -1.522 0.28
```

***

Which of them is most stable, and which least? Most stable: (b); least stable: (a).